Record 1
C21H31BrN4O2 | ωB97M-V with the def2-TZVPD basis set

As for the charge: 0. Its gap between HOMO and LUMO is 8.62 eV. As for the lowest unoccupied orbital energy: 0.4 eV.

CARTESIAN COORDINATES (ANGSTROEM)
1 C -0.942 0.051 -7.792
2 C -0.291 -0.394 -6.493
3 N -1.250 -0.940 -5.549
4 C -1.872 -2.190 -5.964
5 C -2.452 -2.730 -4.667
6 C -1.326 -2.431 -3.673
7 C -0.692 -1.133 -4.202
8 C -1.049 0.086 -3.356
9 N -0.417 0.074 -2.046
10 C -1.141 0.506 -0.860
11 C -0.111 0.320 0.260
12 C -0.339 1.275 1.418
13 O -0.537 2.459 1.239
14 N -0.262 0.698 2.654
15 C -0.431 1.362 3.896
16 C -1.394 2.337 4.077
17 C -1.581 2.924 5.321
18 C -0.793 2.496 6.372
19 Br -1.038 3.260 8.090
20 C 0.186 1.531 6.213
21 C 0.396 0.960 4.959
22 N 1.345 -0.033 4.724
23 C 2.372 -0.354 5.712
24 C 3.393 0.769 5.887
25 C 3.049 -1.649 5.289
26 C 1.216 0.592 -0.458
27 C 0.928 0.267 -1.915
28 O 1.742 0.228 -2.814
29 H -0.206 0.523 -8.443
30 H -1.370 -0.792 -8.335
31 H -1.740 0.767 -7.591
32 H 0.504 -1.130 -6.706
33 H 0.198 0.460 -6.019
34 H -2.627 -2.017 -6.731
35 H -1.129 -2.898 -6.374
36 H -3.355 -2.171 -4.413
37 H -2.708 -3.787 -4.718
38 H -1.671 -2.328 -2.643
39 H -0.595 -3.241 -3.689
40 H 0.398 -1.223 -4.237
41 H -0.768 0.995 -3.898
42 H -2.131 0.107 -3.212
43 H -1.436 1.558 -0.927
44 H -2.034 -0.101 -0.708
45 H -0.139 -0.718 0.599
46 H -0.133 -0.301 2.697
47 H -1.999 2.641 3.236
48 H -2.330 3.688 5.465
49 H 0.789 1.244 7.061
50 H 1.725 0.015 3.787
51 H 1.859 -0.533 6.659
52 H 4.098 0.529 6.685
53 H 3.962 0.901 4.963
54 H 2.914 1.718 6.126
55 H 3.817 -1.933 6.008
56 H 2.325 -2.459 5.209
57 H 3.536 -1.524 4.318
58 H 1.472 1.653 -0.405
59 H 2.062 0.016 -0.087

Forces on atoms 1 to 6 (eV/Å):
C 0.000 -0.005 -0.002
C 0.005 0.003 0.006
N 0.009 -0.017 -0.010
C -0.017 0.000 0.008
C 0.016 0.019 0.002
C 0.003 -0.010 -0.002



Record 2
CH3ClOS2 | ωB97M-V with the def2-TZVPD basis set

As for the charge: 0. Its gap between HOMO and LUMO is 8.62 eV. As for the lowest unoccupied orbital energy: -1.0 eV.

CARTESIAN COORDINATES (ANGSTROEM)
1 C 0.080 0.072 -0.401
2 O -0.692 2.631 -0.518
3 S -1.264 0.029 -1.601
4 S -1.617 2.197 -1.502
5 Cl -3.673 2.015 -0.469
6 H 0.378 -0.927 -0.297
7 H -0.238 0.455 0.476
8 H 0.787 0.861 -0.663

Forces on atoms 1 to 6 (eV/Å):
C 0.138 1.170 -2.476
O 1.187 1.107 1.140
S -0.224 1.182 -0.226
S -2.501 -2.246 -0.304
Cl 1.360 0.239 -0.740
H 0.998 -1.238 0.019



Record 3
C24H16F3MoN4O3S2Se | ωB97M-V with the def2-TZVPD basis set

As for the charge: +1. Its gap between HOMO and LUMO (spin up / spin down) is 5.82 / 6.64 eV. As for the multiplicity: 3. As for the lowest unoccupied orbital energy (spin up / spin down): -5.3 / -4.7 eV.

CARTESIAN COORDINATES (ANGSTROEM)
1 Mo 0.168 -0.247 -0.337
2 C 3.003 -0.453 -2.245
3 C 3.308 -0.275 -0.792
4 C 4.659 -0.210 -0.419
5 C 5.013 -0.078 0.896
6 C 3.999 -0.056 1.872
7 C 4.305 -0.006 3.247
8 C 3.307 -0.033 4.183
9 C 1.975 -0.075 3.770
10 C 1.644 -0.092 2.429
11 S -0.049 -0.134 1.966
12 C 2.647 -0.109 1.430
13 N 2.308 -0.192 0.096
14 H 3.916 -0.704 -2.780
15 H 2.598 0.467 -2.674
16 H 2.298 -1.274 -2.388
17 H 5.410 -0.276 -1.192
18 H 6.046 -0.015 1.204
19 H 5.342 0.034 3.540
20 H 3.541 -0.015 5.234
21 H 1.183 -0.106 4.500
22 C -0.474 -0.428 -4.737
23 C -0.270 -0.780 -3.408
24 N -0.001 0.102 -2.440
25 C 0.031 1.409 -2.804
26 C -0.168 1.859 -4.125
27 C -0.413 0.897 -5.115
28 C -0.152 3.259 -4.388
29 C -0.045 4.155 -3.377
30 C 0.101 3.727 -2.026
31 C 0.112 4.606 -0.934
32 C 0.226 4.070 0.332
33 C 0.368 2.698 0.498
34 N 0.362 1.829 -0.513
35 C 0.205 2.347 -1.756
36 H -0.679 -1.205 -5.455
37 H -0.312 -1.826 -3.129
38 H -0.559 1.205 -6.139
39 H -0.270 3.572 -5.414
40 H -0.069 5.218 -3.562
41 H 0.020 5.669 -1.096
42 H 0.205 4.698 1.209
43 H 0.479 2.290 1.496
44 F -4.852 -0.691 -2.060
45 C -3.576 -0.393 -2.175
46 F -3.383 0.297 -3.301
47 F -2.874 -1.532 -2.296
48 S -2.880 0.546 -0.704
49 O -3.918 0.774 0.226
50 O -2.199 1.677 -1.269
51 O -1.876 -0.464 -0.264
52 Se 0.120 -2.664 -0.604
53 C 1.865 -3.104 -0.334
54 N 2.972 -3.362 -0.160

Forces on atoms 1 to 6 (eV/Å):
Mo 0.202 -1.098 2.389
C -0.007 -0.094 -0.008
C -0.290 0.004 0.053
C 0.200 0.106 0.388
C -0.361 -0.098 -0.311
C -0.329 0.016 -0.331



Here are the calculated electronic energy numbers, same order: -3762.3865; -1371.6647; -4934.4327 (Eh).
Here are the calculated energy above the lowest of the compared OMol25 structures with the same formula, charge and spin numbers, same order: 1.4; 18.3; 9.9 (kcal per mole).